The following is a DFT calculation (wB97M-V/def2-TZVPD) of 13 unconnected molecules or ions with the total composition C32H93N3O13 at a distorted geometry.

For the HOMO-LUMO gap, the calculation gives 0.355 Ha. The electronic energy is -65772.6403 eV. Its energy above the lowest of the compared OMol25 structures with the same formula, charge and spin is 4.300 eV. The max |F| comes out at 3.82 eV/Å. For the highest occupied orbital energy, the calculation gives -9.19 eV. Its spin multiplicity is 1.

XYZ file:
```
141
Properties=species:S:1:pos:R:3:forces:R:3
O 2.467 3.595 6.400 1.99 1.26 -0.91
O -2.724 -4.037 -0.175 0.09 0.66 0.16
O -3.464 -2.435 2.385 2.67 1.00 -0.47
O 4.348 -1.849 2.451 1.30 -1.52 1.39
O 4.980 1.602 -2.460 2.15 -0.81 -0.04
O -2.007 3.721 -0.078 -1.28 0.42 0.15
O 1.540 1.595 0.869 0.92 -1.11 0.02
O 3.142 0.204 -4.202 1.03 -0.49 -0.62
O 3.499 -4.511 -2.310 0.00 -1.09 1.17
O 1.937 7.545 2.961 -1.04 1.03 0.61
O -1.727 0.548 3.743 -0.39 -0.28 -0.47
O -0.220 -5.478 -0.025 -0.61 0.87 -0.32
O -3.511 -1.413 -3.912 0.71 -0.05 -0.04
N -1.275 4.906 -2.620 0.30 -0.27 0.37
N -0.195 -3.002 -3.079 0.44 0.44 0.44
N 0.742 -1.151 -0.381 1.49 -0.74 0.25
C -3.261 -0.438 -4.910 -0.59 -0.13 -0.07
C -1.047 -0.242 5.935 0.68 -0.29 -0.96
C -2.422 3.135 -1.284 1.30 0.35 -0.97
C 4.935 -2.743 -3.234 -0.65 -0.43 -0.21
C 4.133 2.269 -1.605 -2.18 0.48 -1.00
C 4.698 -0.729 0.291 0.06 0.10 -0.07
C -0.167 -0.120 -0.001 0.40 1.63 -1.02
C -4.688 -2.978 2.448 -3.29 -0.89 1.72
C -3.604 -5.048 -0.580 -1.83 0.22 0.36
C -1.423 -0.851 0.327 -0.97 0.57 2.07
C 3.535 -3.230 -2.816 0.06 1.35 -1.72
C 0.554 -4.973 1.056 0.92 -2.76 0.93
C 0.369 0.874 1.141 -2.69 -0.36 -0.99
C 1.860 -0.348 -4.353 -1.91 1.38 1.38
C 2.067 6.165 2.765 2.12 -0.41 0.57
C -2.505 4.154 -2.431 -0.22 0.12 -0.31
C -1.721 -3.821 -4.660 -0.15 0.20 -1.30
C 1.161 3.198 6.496 -1.41 -1.06 -0.35
C -3.076 4.352 0.590 0.17 0.33 0.91
C 3.491 3.391 -2.456 0.94 1.07 1.50
C 3.195 5.722 3.789 -0.56 0.28 -0.64
C -0.779 -0.234 4.417 0.95 0.25 0.83
C -5.738 -2.080 1.823 -0.94 0.43 -0.97
C 3.799 -1.336 1.318 -2.05 1.65 -0.75
C -4.908 -4.428 -1.020 -0.25 1.07 -1.12
C -2.316 -1.827 -3.193 -1.91 -0.03 0.11
C -2.853 3.538 -3.786 -1.44 0.21 0.98
C 0.781 -6.194 2.000 0.10 0.90 -0.16
C 1.768 2.735 1.677 -0.49 0.38 0.29
C 0.871 0.669 -3.689 0.70 -1.37 -0.04
C 0.142 4.303 6.770 -0.53 -0.26 0.17
C -1.253 -2.569 -3.968 0.44 -0.01 0.06
H -3.226 -5.681 -1.382 0.32 -0.10 0.19
H -0.155 -6.375 2.528 0.21 -0.13 0.26
H -0.771 -1.877 -4.659 -0.09 -0.07 -0.47
H -0.611 4.273 -3.044 0.49 -0.05 -0.11
H 3.072 -2.482 -2.172 -0.05 0.02 0.46
H -0.612 -3.589 -2.370 -0.05 -0.24 0.32
H -3.371 5.336 0.226 0.62 0.39 -0.21
H -1.876 -4.437 0.029 0.56 -0.30 -0.05
H 1.599 -5.910 2.662 -0.21 -0.20 0.48
H -5.564 -5.197 -1.427 -0.13 0.03 0.19
H 1.544 -4.689 0.699 -0.21 0.67 0.01
H -2.421 -0.078 3.526 -0.49 0.17 -0.29
H -0.850 -4.375 -5.009 0.10 -0.01 0.20
H -5.477 -1.600 0.879 0.67 -0.37 -0.26
H -0.962 5.055 -1.671 0.62 0.40 0.17
H -1.227 -1.473 1.200 0.09 -0.59 0.01
H -0.384 0.377 -0.946 0.13 0.92 0.09
H 5.536 -1.377 0.034 -0.01 0.07 -0.22
H 0.281 0.241 2.024 1.17 0.00 0.54
H -0.844 3.966 7.090 0.23 -0.59 0.72
H -0.099 0.174 -3.736 -0.47 0.72 -0.19
H -1.535 2.517 -1.428 -0.36 -0.76 -0.87
H -2.747 0.436 -4.510 0.59 -0.12 -0.05
H 2.771 4.080 7.170 -0.25 -0.04 0.16
H 4.030 6.422 3.809 -0.10 0.28 -0.62
H -2.317 -4.485 -4.033 -0.15 0.18 0.08
H -3.901 3.245 -3.855 -0.27 0.01 0.31
H 3.258 3.131 -3.489 -0.54 -0.44 0.32
H -3.356 2.576 -1.225 -0.03 -0.25 0.36
H 0.202 0.173 4.169 0.16 0.48 0.44
H 4.056 -0.521 -0.565 0.37 -0.01 -0.35
H 4.841 -2.011 -4.037 -0.01 0.51 0.43
H -5.422 -3.820 -0.275 0.04 -0.57 0.56
H 2.868 -3.265 -3.678 0.11 0.04 -0.23
H 1.005 1.608 -4.225 -0.68 0.02 -0.12
H -3.978 -5.609 0.277 0.87 -0.82 0.22
H 3.648 4.748 3.608 -0.39 -0.17 -0.02
H -1.969 -0.977 -2.603 0.60 0.35 -0.33
H 1.235 2.296 7.103 -1.21 0.08 0.79
H 5.495 -3.543 -3.717 0.06 -0.28 0.38
H 1.452 2.672 2.719 -0.39 -0.66 0.13
H 1.803 -1.330 -3.882 0.32 0.13 0.10
H 2.834 5.785 4.815 -0.38 -0.38 -0.14
H -1.866 -1.456 -0.464 0.33 0.19 0.02
H 0.132 -2.188 -2.579 0.37 0.10 0.53
H -2.777 4.370 -4.485 0.69 -0.62 -0.54
H -0.424 1.600 1.317 -0.38 0.16 -0.13
H -4.194 -0.030 -5.299 -0.41 -0.27 0.38
H 1.440 -0.457 -5.352 0.84 -0.09 -0.53
H 4.251 4.165 -2.566 0.27 0.07 -0.11
H -5.980 -1.205 2.427 0.17 -0.20 0.55
H 3.792 -4.459 -1.397 0.16 -0.29 0.13
H -3.189 4.963 -2.174 -0.76 -0.36 0.07
H -4.782 -3.671 -1.795 0.33 -0.18 -0.50
H -2.072 -0.564 6.117 0.07 0.02 0.15
H 2.824 2.982 1.783 0.10 -0.22 -0.69
H 2.716 3.916 -1.898 -0.58 -0.25 -0.36
H 4.490 1.328 -3.238 -0.19 -0.28 0.28
H -0.862 0.745 6.360 -0.21 0.00 -0.03
H -0.337 -0.940 6.379 -0.13 -0.08 0.30
H -2.249 -3.555 -5.576 -0.53 -0.20 0.12
H 5.047 0.241 0.645 0.34 -0.03 -0.05
H -3.264 -2.882 1.559 1.91 0.66 -0.72
H 0.512 5.039 7.483 -0.10 0.15 -0.14
H 1.666 -0.761 -0.504 0.35 0.24 -0.34
H -2.692 4.406 1.609 -0.60 0.33 0.17
H 1.072 -7.112 1.490 -0.02 0.22 -0.29
H -2.809 -0.881 -5.798 0.66 0.10 0.08
H -5.001 -3.110 3.484 0.05 0.03 0.37
H 3.364 1.589 -1.238 -0.39 -0.11 0.07
H -2.702 -2.502 -2.429 -0.10 -0.26 0.02
H -6.693 -2.549 1.586 -0.05 -0.39 0.34
H 4.608 2.627 -0.692 0.53 0.22 -0.37
H -4.029 3.826 0.548 0.16 -0.76 0.12
H -2.341 2.586 -3.925 0.70 0.45 -0.57
H -4.556 -4.005 2.108 -1.05 -0.23 -0.63
H 1.011 7.747 2.807 0.02 0.43 0.01
H 0.053 -4.250 1.699 -0.11 0.56 -0.71
H -0.656 -1.236 4.005 -0.70 -0.38 0.03
H 2.354 6.111 1.714 0.36 -0.98 -0.07
H 3.085 -2.015 0.852 0.39 -0.79 0.14
H 5.452 -2.358 -2.355 0.29 0.12 -0.30
H -2.155 -0.169 0.759 -0.39 0.18 -0.40
H 5.115 -1.324 2.690 0.06 0.02 0.09
H 0.849 -1.687 0.468 0.18 -0.76 0.14
H 3.143 -0.530 1.647 -0.43 0.45 -0.19
H 1.133 5.619 2.896 -0.03 -0.07 0.26
H 0.845 2.822 5.523 0.41 -0.22 -0.29
H -0.203 4.735 5.831 0.85 0.62 -0.14
H 3.293 0.875 -4.871 -0.17 -0.02 -0.27
H 1.088 0.871 -2.640 0.24 -0.19 0.04
H 1.207 3.572 1.261 0.12 0.25 -0.14
H 0.311 -5.400 -0.821 -0.06 0.02 -0.21
```
Positions in Å, forces in eV/Å.

Atomic partial charges in e from the Mulliken method, atoms 1 to 4: O -0.5083; O -0.1078; O -0.3568; O -0.5782